Density functional theory data (ωB97M-V/def2-TZVPD) for a cluster of 16 separate species, C47H61BrCl32F2NO5P in total in a non-equilibrium geometry.

Last column: Mulliken charge in e.
Positions of all 150 atoms, in Å:
C  5.80574  -5.81622  -1.95814  -1.3915
C  4.85380  -4.92254  -1.20278  1.4745
C  4.20722  -5.40574  -0.06668  -0.9874
C  3.34056  -4.58644  0.64047  -0.6170
C  3.08125  -3.27390  0.24669  0.8638
C  2.13413  -2.43863  1.08871  -1.1827
C  2.04017  -1.01536  0.61060  -0.8141
C  2.92973  -0.04852  1.08162  1.8535
Cl  4.13533  -0.51221  2.24525  -0.3100
C  2.90547  1.29142  0.68730  -0.0465
C  3.87064  2.29018  1.26922  0.4938
C  3.51056  2.61070  2.70307  0.7363
O  4.28703  2.91235  3.54392  -0.4988
Cl  1.77197  2.57612  3.12841  -0.2004
C  1.95896  1.67263  -0.26755  0.7029
Br  1.87754  3.46269  -0.87408  -0.2875
C  1.06392  0.73266  -0.75859  0.0921
C  1.08865  -0.59206  -0.32172  0.0020
C  0.03646  -1.49922  -0.90207  -0.1790
O  0.29344  -2.63069  -1.24823  -0.3758
C  -1.31858  -0.86042  -1.05823  -0.3020
C  -2.50358  -1.53626  -0.79087  0.9005
C  -2.48781  -2.98415  -0.39126  -2.5642
C  -2.30485  -3.28918  1.10437  0.6721
O  -0.94758  -3.60156  1.40519  -0.6731
C  -3.18983  -4.50530  1.48649  -1.4802
N  -2.64448  -5.45542  2.43995  -0.3751
C  -3.69602  -0.81454  -0.91755  -0.4193
C  -4.99219  -1.51010  -0.56636  -0.5148
C  -5.22869  -1.46148  0.95791  -0.1972
F  -4.46604  -0.43038  1.52681  -0.3028
C  -3.70712  0.54453  -1.30691  1.1884
P  -5.38617  1.39472  -1.33143  -0.1387
C  -5.96664  1.67313  -3.07887  -0.9374
O  -5.11933  2.91644  -0.74504  -0.2242
C  -2.49519  1.19641  -1.62317  0.5587
C  -2.38812  2.63038  -2.07082  0.3750
C  -2.29636  3.63267  -0.91088  -0.8592
F  -3.43021  2.96640  -2.94673  -0.4155
C  -1.31822  0.46244  -1.49209  0.6143
C  0.02525  1.05950  -1.77826  -0.5641
O  0.28416  1.70977  -2.76607  -0.7303
C  3.72775  -2.79799  -0.88702  0.5472
C  4.58358  -3.61953  -1.60513  -1.7887
H  5.99405  -6.70489  -1.35886  0.3639
H  6.75867  -5.31906  -2.12412  0.3408
H  5.37050  -6.15281  -2.89837  0.2717
H  4.37875  -6.41492  0.28480  0.4135
H  2.84789  -4.97961  1.52357  0.2791
H  2.52277  -2.41820  2.10401  1.1030
H  1.15997  -2.90796  1.15590  -0.2704
H  4.89615  1.93136  1.29480  -0.7073
H  3.79231  3.24478  0.75644  -0.4988
H  -3.41770  -3.45894  -0.69032  0.6729
H  -1.71341  -3.52527  -0.92945  1.1633
H  -2.56494  -2.43052  1.72495  0.5674
H  -0.46454  -3.70386  0.57894  0.1518
H  -4.13702  -4.16068  1.90726  0.1592
H  -3.44344  -5.08282  0.59701  0.5437
H  -2.02574  -6.09186  1.96414  0.2360
H  -2.17787  -5.01012  3.21636  0.2181
H  -5.83666  -0.99305  -0.99593  -0.5626
H  -5.00837  -2.53118  -0.93327  0.7604
H  -6.25865  -1.19932  1.18463  0.4657
H  -4.90158  -2.36605  1.46002  -0.2859
H  -6.32597  2.70216  -3.09744  0.4195
H  -6.83878  1.02533  -3.21858  0.0480
H  -5.22393  1.50059  -3.84535  0.2930
H  -5.87885  3.11695  -0.19091  0.3738
H  -1.49122  2.76054  -2.65214  0.4307
H  -3.13828  4.30642  -0.96876  -0.2506
H  -2.22675  3.13508  0.05165  0.3522
H  -1.40517  4.24384  -1.05196  0.2603
H  3.56748  -1.78212  -1.22227  0.4511
H  5.08798  -3.26733  -2.49559  0.3638
C  -1.79314  -8.05601  4.85813  -0.4312
Cl  -1.67240  -8.40964  3.13284  -0.1318
Cl  -1.00045  -6.53772  5.29979  -0.1560
H  -2.84029  -8.00584  5.13090  0.3722
H  -1.29964  -8.85456  5.39943  0.3390
C  3.76042  3.48614  6.63901  0.8370
Cl  2.41729  3.11886  7.73547  -0.1895
Cl  5.32859  3.18826  7.40280  -0.1767
H  3.67435  2.86523  5.75890  -0.1827
H  3.70901  4.53305  6.36763  -0.2808
C  1.43975  -8.17680  -1.01451  -0.0264
Cl  2.70459  -9.39786  -1.22271  -0.1807
Cl  0.87458  -8.08920  0.65853  -0.0429
H  1.83781  -7.20956  -1.29827  -0.1045
H  0.60353  -8.44409  -1.64879  0.3541
C  2.50896  -7.79478  4.28947  -0.3209
Cl  1.88506  -6.16874  4.01360  -0.0917
Cl  3.17729  -8.51656  2.82002  -0.1315
H  3.28963  -7.75228  5.03892  0.3681
H  1.68658  -8.41198  4.63511  0.1619
C  -9.39395  -1.24297  -3.57918  -0.4310
Cl  -8.02451  -0.96883  -2.49541  -0.0292
Cl  -8.88403  -1.33312  -5.27146  -0.1629
H  -9.86864  -2.17852  -3.30984  0.3265
H  -10.09058  -0.42055  -3.47125  0.3087
C  -4.98099  -1.92958  -5.12541  -0.3975
Cl  -4.71074  -1.11251  -3.57751  0.1655
Cl  -4.10874  -3.46599  -5.22312  -0.1345
H  -6.04178  -2.12566  -5.23391  0.1203
H  -4.63445  -1.28189  -5.92266  0.3012
C  -1.73367  4.69269  -4.90321  0.6253
Cl  -1.43846  6.38242  -4.46527  -0.1430
Cl  -2.01475  4.49812  -6.63823  -0.2037
H  -0.86284  4.10942  -4.62514  -0.0191
H  -2.60756  4.34682  -4.36721  -0.2532
C  1.31655  -4.21188  -4.34077  0.1139
Cl  -0.08625  -5.17006  -3.84444  -0.1629
Cl  2.76919  -4.63621  -3.41508  -0.0898
H  1.50131  -4.39111  -5.38981  0.4240
H  1.09484  -3.17032  -4.16481  -0.3498
C  4.29829  7.52607  7.82933  -0.3578
Cl  4.29124  6.96797  6.14971  -0.1556
Cl  4.99384  9.14287  7.97718  -0.1523
H  3.27619  7.55420  8.18794  0.3185
H  4.88737  6.83666  8.42250  0.3408
C  0.93178  8.82744  -2.32793  -0.2999
Cl  0.52255  10.10571  -1.17976  -0.1577
Cl  1.07514  7.25190  -1.53927  0.0002
H  0.14882  8.76656  -3.07450  0.1613
H  1.87998  9.06916  -2.79239  0.3120
C  4.58401  6.59531  0.08041  -0.2122
Cl  5.49947  5.27779  -0.66621  -0.1355
Cl  3.36216  5.99194  1.20428  -0.1272
H  5.27196  7.22991  0.62561  0.3407
H  4.08262  7.15654  -0.69966  0.1512
C  2.62592  10.51309  5.65153  -0.0261
Cl  1.78576  11.36511  6.95513  -0.1550
Cl  2.18305  11.14808  4.06163  -0.1617
H  3.69257  10.63425  5.78890  0.1901
H  2.36020  9.46352  5.69296  0.1457
C  7.63629  0.37920  1.43234  0.1457
Cl  7.07008  1.47656  0.16188  -0.1389
Cl  8.89250  1.11883  2.42793  -0.1708
H  6.79640  0.12432  2.06483  -0.1318
H  8.04094  -0.50870  0.96204  0.3472
C  -4.81168  6.87964  -0.43465  -0.2951
Cl  -3.80759  6.16448  0.82923  -0.1344
Cl  -3.90588  6.96700  -1.95113  -0.0914
H  -5.68583  6.25829  -0.58961  0.2077
H  -5.10422  7.87724  -0.13037  0.3426
C  -0.92883  -1.41209  -5.91075  -0.3679
Cl  -1.07810  -1.73353  -4.17944  0.0549
Cl  0.43032  -2.28546  -6.64004  -0.1619
H  -1.84289  -1.73017  -6.39987  0.2207
H  -0.76976  -0.34958  -6.05283  0.3350

Forces on the atoms, in the same order (eV/Å):
C -0.24 0.00 0.38
C 0.03 -0.18 0.19
C -0.18 0.43 0.01
C -0.20 -0.09 0.09
C 0.17 -0.25 -0.08
C 0.42 0.17 -0.13
C -0.20 -0.20 -0.05
C -0.10 0.18 -0.14
Cl -0.03 0.01 0.04
C 0.21 0.19 -0.47
C -0.91 -0.39 0.65
C 0.37 0.17 0.39
O 0.09 0.00 -0.06
Cl -0.01 0.01 -0.20
C 0.12 -0.37 -0.07
Br -0.05 -0.05 0.05
C -0.10 0.05 0.00
C 0.12 0.25 0.29
C 0.15 0.12 -0.05
O -0.01 -0.02 0.17
C 0.30 -0.05 0.13
C 0.27 0.17 -0.26
C -0.38 -0.13 0.22
C 0.11 -0.57 -0.07
O 0.18 0.34 -0.06
C -0.10 -0.29 0.53
N -0.54 0.11 -0.27
C -0.22 0.27 0.13
C -0.19 0.36 0.70
C 0.48 0.35 -0.08
F -0.02 0.01 0.03
C 0.08 0.68 -0.35
P -0.88 -0.75 0.41
C 0.15 0.07 0.47
O 0.29 0.15 -0.37
C -0.42 -0.66 -0.27
C 0.26 0.43 0.43
C 0.28 0.02 -0.60
F -0.24 -0.12 0.17
C 0.07 0.38 0.15
C 0.04 0.03 -0.29
O -0.01 -0.16 0.09
C 0.04 -0.01 0.14
C 0.71 -0.12 0.40
H 0.10 -0.09 -0.04
H 0.03 0.02 -0.23
H 0.12 0.11 -0.17
H 0.06 -0.08 -0.02
H 0.00 -0.01 0.01
H -0.04 -0.08 0.13
H -0.04 0.11 -0.09
H -0.08 0.13 -0.16
H 0.24 0.02 -0.19
H -0.07 0.11 -0.16
H 0.00 0.02 -0.13
H -0.06 0.09 0.00
H -0.07 -0.19 -0.05
H -0.08 0.22 -0.19
H 0.02 0.03 -0.14
H 0.36 0.10 0.29
H 0.23 -0.05 -0.08
H 0.03 0.00 -0.31
H -0.05 -0.06 0.03
H -0.15 -0.32 0.01
H -0.25 -0.14 0.02
H 0.17 0.13 -0.05
H 0.45 0.20 -0.10
H 0.02 0.18 -0.14
H 0.13 -0.01 0.22
H 0.01 -0.27 -0.30
H -0.21 -0.12 0.24
H -0.24 0.07 0.13
H 0.11 0.01 0.11
H -0.04 0.05 -0.08
H -0.06 0.25 0.00
C -0.06 -0.07 0.10
Cl 0.15 -0.25 0.05
Cl -0.33 -0.11 0.17
H -0.01 0.12 -0.07
H 0.01 0.00 -0.01
C -0.07 -0.02 -0.02
Cl -0.02 0.04 -0.01
Cl 0.02 0.04 -0.02
H 0.03 -0.09 0.05
H -0.02 -0.10 0.07
C -0.10 0.09 -0.07
Cl 0.05 0.03 0.00
Cl -0.29 0.11 -0.31
H 0.08 0.04 0.05
H 0.00 -0.05 0.01
C -0.02 -0.11 0.05
Cl 0.38 0.17 -0.18
Cl 0.27 -0.05 0.31
H 0.03 0.08 -0.03
H -0.02 -0.02 -0.07
C -0.07 -0.02 0.07
Cl -0.35 -0.28 0.09
Cl -0.03 0.00 -0.02
H 0.06 -0.05 -0.03
H 0.05 0.06 -0.04
C -0.17 0.04 -0.01
Cl 0.22 -0.53 -0.76
Cl -0.01 0.01 -0.03
H 0.00 -0.03 0.06
H 0.06 0.01 0.03
C 0.02 -0.08 0.07
Cl 0.02 0.04 0.01
Cl 0.01 -0.03 0.00
H 0.07 0.05 -0.06
H -0.05 0.08 -0.06
C 0.22 -0.31 0.17
Cl -0.04 -0.06 -0.01
Cl -0.66 -0.16 -0.47
H 0.02 -0.13 0.01
H 0.01 0.00 0.14
C -0.05 -0.06 0.11
Cl 0.00 0.13 -0.05
Cl 0.03 0.01 0.06
H -0.02 0.05 -0.06
H 0.07 0.00 -0.07
C -0.03 0.02 -0.10
Cl 0.01 0.01 -0.02
Cl 0.06 -0.07 0.03
H -0.05 -0.02 0.05
H 0.03 0.00 0.05
C 0.02 0.08 -0.03
Cl 0.02 0.02 -0.02
Cl -0.01 0.12 0.14
H 0.03 -0.07 0.05
H -0.06 -0.08 -0.02
C 0.02 -0.01 -0.02
Cl 0.04 -0.06 0.03
Cl 0.02 -0.04 -0.03
H 0.00 0.07 0.00
H -0.07 0.01 -0.02
C 0.07 -0.06 0.03
Cl 0.11 -0.08 -0.10
Cl 0.00 -0.02 0.01
H -0.03 0.07 0.02
H 0.04 0.04 -0.05
C 0.08 -0.04 -0.08
Cl -0.16 0.10 0.30
Cl -0.11 0.10 -0.11
H 0.05 -0.08 -0.01
H 0.10 0.04 -0.02
C -0.08 0.09 0.00
Cl -0.05 0.15 -0.09
Cl -0.18 0.26 -0.27
H 0.03 -0.12 0.03
H 0.08 0.00 0.04

For the HOMO energy, the calculation gives -8.316 eV. The energy is -546941.2297 eV. Its LUMO energy is -1.02 eV.